This record from the OMol25 dataset describes a cluster of 11 separate species, C65H161N11O19 in total. The level of theory is ωB97M-V/def2-TZVPD.

Geometry as ORCA input:
```
! RIJCOSX wB97M-V def2-TZVPD def2/J DEFGRID3
* xyz 0 1
H 6.032 -3.210 -8.053
C -8.325 -3.176 11.530
C -4.460 -0.184 0.532
O 8.710 -8.060 4.526
N -10.139 0.800 10.149
H -0.715 0.567 -1.270
C -5.425 5.036 -11.122
C -7.348 5.851 -8.776
H 3.263 -0.172 9.057
H -11.874 6.103 9.210
H -5.435 -9.769 2.006
H -5.531 6.044 -10.720
C 8.999 2.981 4.876
C -10.180 6.989 -10.168
H -9.305 -9.875 3.581
H -7.466 -3.471 12.132
H -8.442 7.200 -7.378
C 6.257 0.264 11.757
C 2.301 6.708 -10.936
H 5.864 0.142 12.766
H -8.548 -10.219 7.637
H 6.701 -8.520 4.858
H 5.455 0.726 9.770
H -7.298 -8.027 4.514
C -5.411 -8.802 -11.851
H 3.967 12.524 -4.677
H -4.801 -6.305 -11.030
H 13.048 1.945 4.349
H 3.155 1.547 9.454
N 6.674 -0.435 -9.113
H 4.767 6.268 -9.009
H -3.854 -9.356 -13.775
H -3.151 2.651 -2.303
H -3.554 2.850 2.207
C 11.771 3.833 6.034
H 10.310 9.858 -0.702
H -9.653 -11.470 7.884
C 11.269 -0.547 11.595
O 6.750 -1.994 -6.491
C -4.876 2.135 -0.202
H 3.139 7.753 -9.327
C 7.925 9.027 -1.286
H -8.498 -7.392 3.480
H -5.190 -8.570 -14.258
H 10.112 2.067 6.288
H 8.611 3.999 4.847
H 2.990 -8.057 1.109
O -1.569 0.556 1.151
C -7.842 -12.858 9.033
C -10.055 2.094 9.479
H 8.947 -0.005 12.755
H 7.442 -0.638 10.467
C 7.455 -8.543 4.071
N -8.011 -10.351 5.200
C -9.155 -1.633 9.930
N -2.461 1.198 0.249
H -6.024 3.455 -9.465
H -11.116 6.834 -9.630
C 3.744 -7.278 0.993
H 8.415 -7.417 6.532
H 5.073 1.872 11.023
H -8.183 0.180 9.245
H -0.931 0.150 0.559
C 4.815 10.006 -1.171
H 1.127 8.324 -8.176
H -3.303 1.266 2.928
C -10.862 3.139 10.161
H -6.419 -8.431 -12.040
H -4.013 -0.972 1.139
H 2.578 6.490 -7.536
H 2.232 5.006 -8.429
H -5.544 -0.286 0.577
H -5.762 2.533 0.292
H 9.621 -1.667 13.082
C -9.216 -0.124 9.415
H 7.571 1.972 3.558
H -10.326 7.800 -10.881
H -9.191 -3.330 12.174
H 7.150 -0.616 3.949
H -7.190 5.627 -14.022
H 6.824 -2.049 -4.475
H -4.905 3.973 -1.319
C -3.904 1.818 2.205
C -4.203 3.453 -0.666
H 7.521 -7.143 2.360
H 2.026 0.349 10.221
H 5.597 -0.824 -5.090
O -7.580 -11.999 7.850
H 0.091 8.242 -9.374
O 0.707 6.317 -8.500
H 4.431 -1.822 -10.127
H 5.362 -0.115 -7.781
C -5.120 -8.879 -10.320
H 8.043 -6.227 5.223
C -1.255 3.344 0.636
C -0.752 1.656 -1.266
H -7.879 5.196 -10.698
H -10.375 3.357 11.112
C -2.809 3.127 -1.384
H 7.101 -1.858 12.967
C -4.222 -8.331 -13.818
C 8.616 -7.110 5.505
H 5.417 10.816 -0.760
H -3.964 4.249 0.040
H -9.995 6.052 -10.692
H 4.617 6.415 -10.626
H 6.859 7.240 -1.693
H 6.559 0.002 5.619
H -4.060 -8.978 -10.086
C -7.960 -8.315 3.697
H 5.549 -8.647 0.753
C 5.832 -2.243 -7.591
H 10.179 8.883 0.758
H 1.816 -7.518 -0.984
H 6.315 0.504 -9.211
H 7.719 9.986 -0.810
H 7.269 -8.837 1.923
H -8.177 -12.235 5.588
C -6.898 5.808 -12.988
N -5.618 -7.651 -9.647
H 7.095 0.958 11.829
H -6.523 -7.430 -10.035
C 7.781 1.990 4.628
H -4.390 4.701 -11.051
C -1.818 2.308 -0.441
H 2.448 -6.344 -1.921
C 6.614 8.233 -1.315
H -3.528 -7.665 -14.332
O -4.422 -7.944 -12.460
H -9.498 5.982 -8.019
H -6.813 5.364 -7.961
H -10.600 2.078 8.535
C 5.528 -0.970 -8.436
H -11.284 5.776 10.785
H 1.661 -5.805 -0.462
H 2.931 7.335 -11.567
H 1.262 7.036 -10.911
H -5.327 -9.847 -12.149
H -0.602 4.112 0.222
H -9.714 -11.389 5.204
H -5.034 1.557 -1.112
H -5.727 -9.702 -9.942
H 5.327 -2.550 -4.852
O 3.622 -6.807 -0.328
H 6.493 8.123 -0.238
C 5.191 0.807 10.825
H 10.028 4.927 6.568
H 9.820 2.840 4.173
H 10.729 3.777 7.775
H 2.664 12.541 -3.349
C 10.110 8.854 -0.329
H 0.269 1.880 -0.957
O 8.857 8.233 -0.598
H 3.017 11.301 -1.580
H 5.280 -8.684 3.009
O 8.337 0.670 4.822
H 11.282 0.519 11.824
H -12.761 5.022 10.084
H -4.953 -5.345 -8.201
H -0.886 2.883 1.552
H -6.445 -3.292 -8.208
H 10.931 8.179 -0.573
C -8.813 -9.398 4.430
H 7.696 -9.603 3.989
C -8.653 6.621 -8.277
H -4.906 1.916 2.623
C -11.717 5.285 9.914
H -9.478 -0.209 8.360
H 11.792 -1.157 12.331
O 12.230 2.489 6.291
H -4.199 -0.502 -0.477
O 3.925 0.166 10.845
H -2.382 4.081 -1.693
C 2.174 6.094 -8.467
C -7.069 -4.081 -8.628
H 7.707 -2.661 11.622
C 0.316 7.662 -8.479
H 3.046 9.886 -2.406
H -0.752 2.015 -2.295
C 6.992 -8.057 2.632
C 5.227 -7.730 1.245
C 13.349 2.074 5.389
C 2.333 -6.566 -0.860
H -6.774 3.426 -11.050
H -11.862 2.780 10.403
H 12.586 4.488 6.342
H 11.633 3.942 4.959
C 3.745 10.648 -2.062
C -8.713 -11.263 7.371
H -7.387 -10.875 4.603
H -5.249 -8.532 3.161
N 6.776 -0.965 11.152
H -6.634 6.866 -12.982
C -6.428 4.087 -10.255
H 2.335 5.718 -11.391
H 8.204 9.358 -2.287
H 7.632 -1.309 5.424
H 5.575 9.184 -2.886
N 4.204 5.999 -9.803
N 5.588 -7.784 2.670
C -3.868 1.295 0.739
H 4.258 9.437 -0.427
C -8.812 -11.379 5.817
C 7.694 -1.668 12.072
O -6.505 -4.931 -9.584
O -5.710 5.117 -12.567
H -10.090 0.715 11.154
H 6.482 -0.836 -10.020
O -10.918 4.328 9.369
O -7.275 -8.889 2.544
C 3.711 12.413 -3.623
C -5.943 -9.316 2.857
H -9.031 2.453 9.383
H 3.509 -6.466 1.681
C 2.919 6.726 -9.617
H -10.196 -1.829 10.184
H 9.523 -6.506 5.488
C 4.333 -1.106 -9.311
H -9.557 -8.816 4.973
O 4.296 11.218 -3.278
C 10.429 3.928 6.738
H 6.935 2.401 5.178
H 13.610 1.052 5.666
H -7.778 5.575 -12.388
H 3.438 -1.236 -8.702
N 9.474 2.850 6.262
H -2.165 3.752 1.077
H 11.932 -0.692 10.742
H -3.650 -6.754 -9.806
H 4.826 -2.457 -7.228
H -5.853 -9.917 3.762
H 14.203 2.674 5.703
H 5.795 -6.969 0.709
C 7.372 -0.347 4.982
H -7.334 -4.747 -7.808
H -8.969 -2.365 9.144
H -8.226 -12.243 9.847
C 6.047 -1.810 -5.202
H -7.911 -3.536 -9.055
C 9.074 -1.025 12.391
O -9.144 7.466 -9.293
H -8.622 -13.577 8.784
H -4.458 -4.501 -9.741
H 4.158 13.270 -3.121
O -8.235 -1.833 11.018
N 5.487 8.930 -1.912
N -7.626 4.789 -9.809
H 4.237 -0.112 -9.750
O 9.953 -1.017 11.315
C -5.106 -5.244 -9.276
H -6.606 6.545 -9.169
H -7.065 -13.548 9.363
H -8.208 -4.012 10.841
C -4.704 -6.528 -9.967
C 3.033 0.539 9.851
H -0.528 7.817 -7.807
*
```

## Properties
- E_tot: -125283.3579 eV
- HOMO-LUMO gap: 8.43 eV
- LUMO energy: 0.51 eV

Mulliken atomic charge list, values in e, 99 entries: number 1, H, carries 0.37; number 2, C, carries -0.80; number 3, C, carries -1.74; number 4, O, carries -0.34; number 5, N, carries -0.26; number 6, H, carries 0.30; number 7, C, carries -0.29; number 8, C, carries -0.39; number 9, H, carries 0.29; number 10, H, carries 0.28; number 11, H, carries 0.28; number 12, H, carries 0.27; number 13, C, carries -0.49; number 14, C, carries -0.68; number 15, H, carries 0.41; number 16, H, carries 0.30; number 17, H, carries 0.36; number 18, C, carries -0.41; number 19, C, carries -1.49; number 20, H, carries 0.38; number 21, H, carries 0.33; number 22, H, carries 0.44; number 23, H, carries 0.29; number 24, H, carries 0.34; number 25, C, carries -0.52; number 26, H, carries 0.23; number 27, H, carries 0.30; number 28, H, carries 0.29; number 29, H, carries 0.33; number 30, N, carries -0.67; number 31, H, carries 0.26; number 32, H, carries 0.31; number 33, H, carries 0.45; number 34, H, carries 0.33; number 35, C, carries -0.49; number 36, H, carries 0.33; number 37, H, carries 0.39; number 38, C, carries -0.78; number 39, O, carries -0.33; number 40, C, carries -0.78; number 41, H, carries 0.19; number 42, C, carries -0.30; number 43, H, carries 0.44; number 44, H, carries 0.35; number 45, H, carries 0.31; number 46, H, carries 0.39; number 47, H, carries 0.32; number 48, O, carries -0.48; number 49, C, carries -0.77; number 50, C, carries -0.35; number 51, H, carries 0.33; number 52, H, carries 0.27; number 53, C, carries -0.79; number 54, N, carries -0.24; number 55, C, carries -0.64; number 56, N, carries 0.28; number 57, H, carries 0.40; number 58, H, carries 0.31; number 59, C, carries -0.42; number 60, H, carries 0.30; number 61, H, carries 0.32; number 62, H, carries 0.36; number 63, H, carries 0.34; number 64, C, carries -0.42; number 65, H, carries 0.31; number 66, H, carries 0.33; number 67, C, carries -0.68; number 68, H, carries 0.36; number 69, H, carries 0.35; number 70, H, carries 0.37; number 71, H, carries 0.35; number 72, H, carries 0.35; number 73, H, carries 0.40; number 74, H, carries 0.38; number 75, C, carries -0.64; number 76, H, carries 0.37; number 77, H, carries 0.24; number 78, H, carries 0.30; number 79, H, carries 0.30; number 80, H, carries 0.29; number 81, H, carries 0.29; number 82, H, carries 0.40; number 83, C, carries -1.59; number 84, C, carries -0.88; number 85, H, carries 0.37; number 86, H, carries 0.24; number 87, H, carries 0.27; number 88, O, carries -0.35; number 89, H, carries 0.29; number 90, O, carries -0.38; number 91, H, carries 0.34; number 92, H, carries 0.21; number 93, C, carries -0.78; number 94, H, carries 0.35; number 95, C, carries -1.71; number 96, C, carries -1.68; number 97, H, carries 0.00; number 98, H, carries 0.34; number 99, C, carries -1.36